[1]
{"formula": "C4H5FeO2", "method": "ωB97M-V/def2-TZVPD", "elements": ["O", "C", "C", "H", "H", "H", "H", "C", "C", "O", "Fe", "H"], "xyz": [[0.712, -2.127, -0.620], [1.977, -2.330, 0.890], [0.856, -1.635, 0.521], [1.826, -3.333, 1.312], [0.279, -0.701, 0.859], [-1.446, 1.167, 1.128], [0.710, 2.400, 0.341], [-0.198, 2.226, -0.237], [-1.025, 1.212, 0.111], [-1.765, 0.721, -0.870], [-1.591, -0.411, -2.283], [-0.336, 2.810, -1.150]], "forces_ev_per_angstrom": [[-0.37, 0.15, 0.03], [-0.19, -0.22, 0.48], [-0.57, 1.29, -0.40], [0.15, 0.20, -0.17], [0.84, -1.31, 0.09], [0.73, -0.90, -0.03], [-0.31, 0.35, 0.11], [2.87, 1.52, -0.25], [-4.71, -0.38, -2.09], [1.36, 1.48, 4.19], [0.19, -1.79, -2.11], [0.01, -0.39, 0.15]], "molar_mass_g_mol": 140.9, "lumo_ev": [-5.08, -8.02], "total_energy_ha": -1568.99058, "total_charge": 1, "max_force_ev_per_a": 5.2, "spin_multiplicity": 7, "orbital_gap_ev": [6.57, 5.07]}

---

[2]
{"formula": "C2H8O2", "method": "ωB97M-V/def2-TZVPD", "elements": ["C", "C", "H", "H", "H", "H", "H", "H", "H", "H", "O", "O"], "xyz": [[2.880, -0.407, 0.043], [1.611, 0.449, -0.109], [-1.780, 1.063, 0.341], [-3.261, -0.467, 0.665], [3.542, 0.073, 0.779], [2.640, -1.405, 0.423], [3.430, -0.508, -0.902], [1.132, 0.613, 0.865], [0.879, 0.056, -0.799], [1.916, 1.445, -0.490], [-1.559, 0.144, 0.149], [-2.872, -0.284, -0.210]], "forces_ev_per_angstrom": [[-0.27, 0.15, 0.22], [0.83, 0.75, 0.09], [0.60, 0.26, -0.03], [0.08, -0.15, -0.39], [-0.05, -0.20, -0.25], [0.08, 0.09, -0.13], [-0.17, 0.00, 0.23], [0.03, -0.13, -0.23], [-0.12, -0.28, -0.10], [-0.26, -0.38, 0.18], [-0.26, 0.25, 0.15], [-0.50, -0.37, 0.27]], "molar_mass_g_mol": 64.1, "smiles": "CC.OO", "lumo_ev": 0.88, "total_energy_ha": -231.36026, "total_charge": 0, "max_force_ev_per_a": 1.1, "orbital_gap_ev": 12.07}

---

[3]
{"formula": "C24H24N4O6S", "method": "ωB97M-V/def2-TZVPD", "elements": ["C", "N", "C", "O", "N", "C", "C", "C", "C", "C", "C", "C", "O", "H", "S", "O", "O", "N", "H", "C", "H", "C", "C", "C", "C", "C", "C", "C", "H", "H", "H", "H", "H", "H", "H", "C", "O", "N", "H", "C", "C", "C", "C", "C", "O", "H", "H", "H", "H", "H", "H", "H", "C", "H", "H", "H", "H", "H", "H"], "xyz": [[-4.514, -2.880, 0.660], [-3.498, -1.941, 1.108], [-3.939, -0.963, 1.976], [-5.098, -0.911, 2.323], [-2.999, -0.057, 2.427], [-1.679, -0.101, 2.041], [-0.743, 0.825, 2.517], [0.559, 0.785, 2.068], [0.947, -0.179, 1.154], [0.064, -1.128, 0.704], [-1.257, -1.097, 1.145], [-2.207, -2.085, 0.630], [-1.920, -2.968, -0.150], [0.378, -1.873, -0.009], [2.586, -0.074, 0.469], [2.714, -0.969, -0.647], [3.554, -0.148, 1.525], [2.647, 1.508, -0.067], [3.460, 1.990, 0.280], [2.287, 1.814, -1.432], [3.147, 1.684, -2.109], [1.786, 3.274, -1.542], [0.706, 3.569, -0.539], [-0.635, 3.443, -0.874], [-1.620, 3.677, 0.069], [-1.277, 4.052, 1.356], [0.057, 4.194, 1.695], [1.041, 3.951, 0.753], [2.080, 4.069, 1.024], [0.332, 4.498, 2.695], [-2.047, 4.248, 2.089], [-2.660, 3.570, -0.205], [-0.912, 3.157, -1.877], [2.638, 3.936, -1.373], [1.419, 3.429, -2.558], [1.177, 0.841, -1.837], [0.134, 0.767, -1.219], [1.413, 0.159, -2.976], [2.367, 0.080, -3.296], [0.562, -0.956, -3.366], [1.175, -2.256, -2.961], [0.718, -3.283, -2.191], [1.774, -4.227, -2.133], [2.788, -3.701, -2.867], [2.436, -2.511, -3.380], [3.774, -4.058, -3.092], [1.772, -5.162, -1.611], [-0.245, -3.365, -1.729], [0.425, -0.912, -4.453], [-0.399, -0.833, -2.865], [1.284, 1.507, 2.405], [-1.033, 1.589, 3.217], [-3.472, 0.987, 3.312], [-4.543, 0.841, 3.441], [-3.289, 1.967, 2.871], [-2.981, 0.918, 4.284], [-4.944, -3.394, 1.518], [-4.034, -3.590, -0.009], [-5.308, -2.344, 0.141]], "forces_ev_per_angstrom": [[-0.21, -0.24, -0.12], [-0.10, -0.16, -0.11], [0.11, 0.16, 0.13], [-0.24, -0.10, -0.03], [-0.20, 0.02, 0.05], [0.50, -0.29, -0.36], [0.01, -0.01, 0.03], [-0.12, -0.09, 0.09], [0.47, -0.18, -0.16], [-0.14, -0.10, 0.14], [0.30, 0.20, 0.15], [0.10, 0.15, 0.11], [0.15, -0.08, -0.12], [-0.04, -0.07, -0.11], [0.47, 0.26, 0.38], [-0.33, 0.06, 0.11], [-0.12, 0.23, 0.16], [0.03, -0.65, 0.31], [0.18, -0.11, 0.21], [-0.11, -0.10, -0.36], [-0.20, 0.00, 0.12], [-0.06, -0.33, 0.17], [-0.03, 0.24, -0.05], [0.02, 0.15, 0.05], [-0.10, 0.00, -0.05], [-0.05, 0.05, 0.07], [0.01, 0.07, 0.13], [-0.07, 0.06, -0.07], [0.12, 0.03, 0.04], [0.03, 0.03, 0.08], [-0.06, 0.02, 0.05], [-0.09, 0.00, -0.03], [-0.02, -0.07, -0.10], [0.00, 0.01, -0.08], [0.10, 0.06, -0.02], [0.00, 0.32, -0.68], [-0.10, 0.04, -0.09], [0.11, -0.03, -0.46], [-0.03, 0.14, 0.16], [0.18, -0.13, -0.14], [-0.86, -0.24, 0.43], [0.05, 0.53, -0.47], [0.52, 0.06, -0.28], [-0.09, -0.79, 0.50], [0.03, 0.53, -0.30], [0.15, 0.04, -0.08], [0.08, -0.21, 0.09], [-0.24, 0.09, 0.11], [-0.10, -0.03, 0.15], [0.08, -0.08, -0.13], [-0.01, 0.18, 0.10], [-0.05, 0.07, 0.05], [-0.24, 0.11, 0.16], [0.19, 0.07, 0.01], [0.04, 0.03, 0.03], [0.02, 0.04, 0.00], [-0.01, 0.02, -0.06], [-0.07, 0.08, 0.08], [0.02, -0.05, 0.03]], "molar_mass_g_mol": 496.5, "smiles": "Cn1c(=O)c2cc(S(=O)(=O)N[C@H](Cc3ccccc3)C(=O)NCc3ccco3)ccc2n(C)c1=O", "lumo_ev": 0.32, "total_energy_ha": -1997.67395, "total_charge": 0, "max_force_ev_per_a": 1.0, "orbital_gap_ev": 8.72}

---

[4]
{"formula": "C6H12O", "method": "ωB97M-V/def2-TZVPD", "elements": ["C", "C", "O", "C", "C", "C", "C", "H", "H", "H", "H", "H", "H", "H", "H", "H", "H", "H", "H"], "xyz": [[1.673, 0.040, -1.450], [1.093, 0.185, -0.052], [0.943, 1.581, 0.296], [-0.485, 1.480, 0.179], [-0.406, -0.049, 0.246], [-0.540, -0.485, 1.745], [-1.303, -0.937, -0.616], [2.687, 0.458, -1.444], [1.746, -1.010, -1.758], [1.092, 0.588, -2.199], [1.729, -0.354, 0.663], [-0.845, 1.917, -0.765], [-1.026, 1.939, 1.014], [0.076, 0.163, 2.376], [-0.215, -1.524, 1.930], [-1.574, -0.421, 2.128], [-1.745, -1.526, 0.172], [-0.793, -1.619, -1.309], [-2.110, -0.427, -1.158]], "forces_ev_per_angstrom": [[-0.09, -0.02, 0.01], [0.21, -0.25, 0.03], [0.14, 0.15, 0.01], [-0.30, 0.08, 0.09], [-0.01, -0.11, 0.39], [0.13, 0.15, -0.10], [-0.01, -0.10, 0.32], [-0.20, -0.07, -0.01], [-0.06, 0.12, 0.09], [-0.01, -0.09, 0.14], [0.09, 0.23, -0.06], [0.07, -0.23, 0.11], [0.17, 0.13, -0.08], [-0.03, -0.05, -0.08], [0.00, 0.30, -0.35], [0.24, 0.12, -0.39], [-0.76, -0.77, -0.46], [0.08, 0.34, 0.19], [0.35, 0.09, 0.14]], "molar_mass_g_mol": 100.2, "smiles": "C[C@H]1OCC1(C)C", "lumo_ev": 0.96, "total_energy_ha": -311.00653, "total_charge": 0, "max_force_ev_per_a": 1.2, "orbital_gap_ev": 10.56}